[1]
# C24H38GeIN2O5PdS

C24H38GeIN2O5PdS as an isolated structure (ωB97M-V/def2-TZVPD, the OMol25 dataset).

Geometry as XYZ:
```
73
C24H38GeIN2O5PdS, DFT ωB97M-V/def2-TZVPD
Pd 0.59 -0.01 0.00
C 2.01 -2.40 1.75
C 2.86 -1.14 1.80
C 3.37 -0.88 3.21
C 3.97 -1.15 0.78
O 1.98 0.00 1.45
Ge 1.34 1.36 2.53
O 0.60 2.12 1.06
C 1.03 3.37 0.41
C -0.22 4.24 0.31
C 2.11 4.03 1.25
C 1.56 2.98 -0.96
O 0.05 0.48 3.35
C -0.75 1.00 4.46
C -2.19 0.63 4.12
C -0.27 0.29 5.71
C -0.58 2.51 4.56
H 2.61 -3.26 2.02
H 1.18 -2.33 2.46
H 1.63 -2.57 0.73
H 4.05 -1.68 3.51
H 3.94 0.05 3.26
H 2.56 -0.86 3.94
H 4.63 -2.00 0.95
H 3.57 -1.24 -0.24
H 4.57 -0.24 0.84
H -0.54 4.57 1.30
H -0.02 5.12 -0.30
H -1.03 3.68 -0.16
H 1.74 4.27 2.25
H 3.00 3.40 1.32
H 2.42 4.97 0.80
H 0.77 2.55 -1.59
H 1.95 3.86 -1.48
H 2.37 2.26 -0.87
H -2.34 -0.44 4.17
H -2.88 1.11 4.82
H -2.43 0.99 3.11
H -0.33 -0.79 5.58
H 0.75 0.57 5.95
H -0.90 0.56 6.57
H -0.90 3.00 3.64
H -1.19 2.90 5.38
H 0.46 2.77 4.79
C -1.34 -4.88 -6.22
C -0.92 -3.74 -5.35
C -0.69 -3.93 -3.98
C -0.27 -2.89 -3.18
C -0.08 -1.64 -3.75
C -0.29 -1.42 -5.11
C -0.72 -2.47 -5.89
S 0.49 -0.32 -2.77
O 1.60 -0.75 -1.90
O 0.64 0.86 -3.55
N -0.61 -0.13 -1.57
C -1.95 -0.05 -1.68
C -2.66 0.51 -2.75
C -4.03 0.49 -2.74
C -4.74 -0.07 -1.67
C -4.04 -0.60 -0.63
N -2.67 -0.61 -0.68
H -1.83 -5.67 -5.64
H -0.46 -5.33 -6.69
H -2.01 -4.55 -7.00
H -0.84 -4.91 -3.55
H -0.06 -3.05 -2.13
H -0.13 -0.44 -5.53
H -0.89 -2.31 -6.95
H -2.10 0.98 -3.54
H -4.58 0.94 -3.57
H -5.82 -0.07 -1.63
H -4.49 -1.03 0.25
I -1.61 -1.53 0.84
```

For the relative energy (zero: lowest compared OMol25 entry of this formula, charge and spin), the calculation gives 0.852 eV. As for the multiplicity: 2. The calculation puts the LUMO energy (alpha / beta) at -7.889 / -7.888 eV. Its total charge is +2.

=====

[2]
# C30H39ClN4O5

C30H39ClN4O5 in the gas phase (ωB97M-V/def2-TZVPD, the OMol25 dataset).

Geometry as XYZ:
```
79
C30H39ClN4O5, DFT ωB97M-V/def2-TZVPD
C -3.93 6.44 1.86
C -3.75 4.98 1.59
C -4.19 4.01 2.48
C -4.03 2.66 2.24
C -3.39 2.24 1.07
N -3.18 0.89 0.77
C -3.70 -0.19 1.39
O -4.51 -0.17 2.29
C -3.22 -1.52 0.81
C -3.24 -1.55 -0.75
C -3.05 -3.00 -1.15
C -1.77 -3.27 -0.95
C -1.20 -1.98 -0.40
O -1.98 -0.99 -1.08
C 0.27 -1.61 -0.33
C 1.16 -2.81 0.01
O 0.74 -3.77 0.63
N 2.44 -2.66 -0.38
C 3.51 -3.61 -0.10
C 3.73 -3.76 1.40
C 4.88 -4.73 1.67
C 4.59 -6.08 1.04
C 4.37 -5.93 -0.46
C 3.21 -4.97 -0.73
N 0.28 -0.68 0.79
C 1.37 0.23 1.04
C 1.56 1.24 -0.09
C 0.23 1.94 -0.43
N 0.25 2.92 -1.49
C 0.54 2.38 -2.81
C 0.26 3.47 -3.84
O 1.05 4.61 -3.60
C 0.79 5.13 -2.32
C 1.07 4.09 -1.23
C -0.82 -0.74 1.60
O -0.99 -0.05 2.57
C -1.73 -1.83 1.05
C -2.92 3.19 0.17
C -3.11 4.53 0.44
Cl -2.53 5.69 -0.71
H -4.52 6.90 1.07
H -4.44 6.59 2.81
H -2.97 6.95 1.89
H -4.69 4.32 3.39
H -4.38 1.93 2.94
H -2.56 0.72 -0.02
H -3.86 -2.30 1.23
H -4.06 -1.01 -1.22
H -3.84 -3.65 -1.47
H -1.22 -4.18 -1.04
H 0.59 -1.11 -1.25
H 2.68 -1.83 -0.89
H 4.42 -3.20 -0.56
H 3.94 -2.78 1.85
H 2.81 -4.14 1.85
H 5.02 -4.84 2.75
H 5.80 -4.32 1.26
H 5.43 -6.76 1.23
H 3.70 -6.51 1.50
H 4.14 -6.91 -0.90
H 5.28 -5.56 -0.93
H 3.06 -4.86 -1.80
H 2.30 -5.37 -0.29
H 2.29 -0.33 1.21
H 1.10 0.75 1.96
H 1.96 0.75 -0.98
H 2.30 1.98 0.23
H -0.15 2.43 0.47
H -0.49 1.17 -0.73
H 1.60 2.07 -2.91
H -0.10 1.52 -2.99
H -0.81 3.74 -3.80
H 0.51 3.13 -4.85
H -0.26 5.44 -2.25
H 1.44 6.00 -2.20
H 2.15 3.85 -1.24
H 0.80 4.49 -0.26
H -1.58 -2.73 1.65
H -2.42 2.90 -0.74
```

For the relative energy (zero: lowest compared OMol25 entry of this formula, charge and spin), the calculation gives 0.089 eV. The calculation puts the LUMO energy at 0.251 eV. Its total charge is 0.

=====

[3]
# C36H28GaO4

C36H28GaO4 as an isolated structure (ωB97M-V/def2-TZVPD, the OMol25 dataset).

Geometry as XYZ:
```
69
C36H28GaO4, DFT ωB97M-V/def2-TZVPD
C 1.23 6.85 -0.38
C 1.08 5.34 0.16
C 0.55 4.21 -0.81
C 0.43 2.78 -0.21
C 0.80 2.47 1.30
C 0.65 0.92 1.73
Ga 2.43 0.01 1.07
C 1.32 3.59 2.26
C 1.43 5.03 1.67
H 2.18 7.38 0.01
H 1.33 6.84 -1.52
H 0.26 7.41 -0.08
H 0.25 4.41 -1.90
H 0.07 1.94 -0.91
H -0.24 0.49 1.15
H 0.50 0.82 2.86
H 3.62 0.56 2.02
H 2.36 -1.60 1.13
H 2.60 0.57 -0.43
H 1.60 3.35 3.34
H 1.78 5.93 2.31
C 2.33 -2.34 -1.74
C 2.46 -0.95 -1.76
C 2.81 -0.31 -2.94
C 3.05 -1.05 -4.10
C 2.94 -2.44 -4.07
C 2.57 -3.08 -2.89
C 3.23 -3.24 -5.28
O 3.13 -4.46 -5.26
C 3.65 -2.55 -6.52
C 3.98 -3.30 -7.65
C 4.37 -2.65 -8.82
C 4.41 -1.26 -8.87
C 4.09 -0.51 -7.75
C 3.71 -1.16 -6.56
C 3.40 -0.35 -5.36
O 3.45 0.87 -5.40
H 2.05 -2.84 -0.82
H 2.28 -0.33 -0.82
H 2.91 0.78 -2.96
H 2.47 -4.17 -2.86
H 3.95 -4.38 -7.62
H 4.63 -3.24 -9.70
H 4.70 -0.76 -9.79
H 4.13 0.57 -7.79
C -4.70 -4.83 4.67
C -5.70 -4.51 5.59
C -5.97 -3.18 5.88
C -5.24 -2.17 5.26
C -4.23 -2.49 4.36
C -3.97 -3.83 4.06
C -3.41 -1.42 3.74
O -2.53 -1.70 2.95
C -3.68 -0.01 4.09
C -2.89 1.00 3.56
C -3.14 2.33 3.88
C -4.20 2.66 4.72
C -4.99 1.65 5.27
C -4.73 0.31 4.96
C -5.56 -0.75 5.57
O -6.48 -0.47 6.31
H -4.49 -5.87 4.44
H -6.26 -5.30 6.08
H -6.76 -2.94 6.60
H -3.19 -4.08 3.35
H -2.06 0.76 2.89
H -2.52 3.12 3.46
H -4.40 3.69 4.97
H -5.81 1.91 5.93
```

The calculation puts the LUMO energy at 0.673 eV. Its total charge is -1.

=====

[4]
# C48H38N10OPPdSe2

C48H38N10OPPdSe2 as an isolated structure (ωB97M-V/def2-TZVPD, the OMol25 dataset).

Geometry as XYZ:
```
101
C48H38N10OPPdSe2, DFT ωB97M-V/def2-TZVPD
Pd 0.09 -0.07 -0.10
C -1.19 -0.71 5.47
N -0.62 -0.18 4.23
C -0.83 -0.60 2.99
N -0.14 0.16 2.13
C 0.51 1.03 2.96
N 0.25 0.84 4.23
C -0.85 -2.16 5.69
C -1.74 -2.99 6.37
C -1.42 -4.33 6.59
C -0.23 -4.85 6.13
C 0.66 -4.02 5.44
C 0.35 -2.68 5.24
C 1.91 -4.53 4.90
N 2.37 -5.73 4.82
N 3.60 -5.64 4.16
C 3.77 -4.39 3.90
O 2.74 -3.62 4.33
C 4.82 -3.70 3.16
C 5.87 -4.40 2.56
C 6.80 -3.70 1.81
C 6.67 -2.32 1.63
C 5.62 -1.63 2.23
C 5.42 -0.16 2.02
N 4.26 0.08 1.14
C 2.96 -0.10 1.36
N 2.28 0.13 0.23
C 3.27 0.46 -0.66
N 4.46 0.44 -0.14
C 4.72 -2.32 3.02
H -2.28 -0.58 5.42
H -0.81 -0.06 6.26
H -1.47 -1.43 2.74
H 1.19 1.79 2.63
H -2.68 -2.60 6.73
H -2.11 -4.96 7.13
H 0.03 -5.89 6.30
H 1.06 -2.04 4.73
H 5.95 -5.47 2.69
H 7.63 -4.22 1.36
H 7.39 -1.79 1.01
H 6.26 0.29 1.49
H 5.25 0.38 2.95
H 2.54 -0.34 2.32
H 3.11 0.77 -1.67
H 3.94 -1.79 3.55
C -2.39 1.50 -6.23
C -2.87 1.68 -4.93
C -2.15 1.19 -3.86
C -0.95 0.51 -4.09
C -0.47 0.31 -5.40
C -1.20 0.83 -6.46
P 0.10 0.04 -2.74
C 0.97 -1.44 -3.19
C 0.18 -2.36 -3.90
C 0.72 -3.56 -4.33
C 2.05 -3.85 -4.06
C 2.83 -2.96 -3.32
C 2.29 -1.77 -2.87
C 0.83 1.56 -2.12
C 1.29 2.65 -2.87
C 1.63 3.81 -2.21
C 1.45 3.91 -0.83
C 0.94 2.86 -0.07
C 0.63 1.70 -0.75
H -2.96 1.88 -7.06
H -3.81 2.19 -4.76
H -2.52 1.32 -2.85
H 0.45 -0.21 -5.58
H -0.83 0.71 -7.46
H -0.85 -2.14 -4.13
H 0.11 -4.25 -4.88
H 2.49 -4.77 -4.42
H 3.86 -3.20 -3.10
H 2.92 -1.11 -2.30
H 1.39 2.57 -3.95
H 2.02 4.65 -2.76
H 1.69 4.84 -0.33
H 0.76 3.00 0.98
Se -1.57 -2.42 -1.24
Se -2.95 -1.93 0.57
C -3.07 -0.05 0.17
C -4.36 0.46 0.24
C -4.59 1.78 -0.10
C -3.52 2.54 -0.53
C -2.26 1.96 -0.56
N -2.01 0.69 -0.19
C -0.16 -3.24 -0.24
C 0.04 -4.60 -0.37
C 1.07 -5.18 0.36
C 1.82 -4.38 1.19
C 1.53 -3.02 1.25
N 0.57 -2.44 0.54
H -5.17 -0.18 0.53
H -5.59 2.19 -0.05
H -3.63 3.57 -0.83
H -1.42 2.55 -0.88
H -0.59 -5.20 -1.02
H 1.27 -6.24 0.28
H 2.62 -4.79 1.79
H 2.11 -2.38 1.92
```

For the relative energy (zero: lowest compared OMol25 entry of this formula, charge and spin), the calculation gives 0.000 eV. The calculation puts the LUMO energy (alpha / beta) at -10.190 / -10.712 eV. Its total charge is +3.

=====

[5]
# C9H21FN3O6S3

C9H21FN3O6S3 as an isolated structure (ωB97M-V/def2-TZVPD, the OMol25 dataset).

Geometry as XYZ:
```
43
C9H21FN3O6S3, DFT ωB97M-V/def2-TZVPD
C 2.03 -0.52 0.32
C 1.26 0.30 -0.77
S -0.32 0.85 0.03
C -0.18 2.66 0.15
S 0.72 3.20 1.68
O 0.01 2.53 2.82
O 2.14 2.76 1.67
N 0.47 4.86 1.79
S 1.84 5.73 1.39
O 2.88 5.72 2.45
O 1.41 7.14 1.16
F 2.51 5.21 -0.01
H 1.28 -1.21 0.76
H 2.31 0.17 1.14
H 2.90 -1.05 -0.09
H 1.87 1.18 -1.06
H 1.03 -0.32 -1.65
H -1.19 3.10 0.23
H 0.38 3.13 -0.68
C 2.29 -3.74 -0.86
O 2.52 -2.75 -1.51
N 2.89 -4.95 -1.02
C 2.56 -6.09 -0.20
C 3.89 -5.09 -2.06
H 1.54 -3.74 -0.04
H 3.45 -6.43 0.33
H 2.19 -6.90 -0.83
H 1.79 -5.83 0.53
H 4.71 -4.39 -1.87
H 3.45 -4.86 -3.03
H 4.28 -6.10 -2.07
C -4.21 1.81 -1.11
O -3.08 2.24 -1.11
N -4.85 1.33 -0.02
C -6.21 0.82 -0.09
C -4.16 1.34 1.26
H -4.81 1.76 -2.03
H -6.85 1.41 0.56
H -6.22 -0.22 0.23
H -6.59 0.88 -1.11
H -3.88 2.36 1.51
H -3.25 0.74 1.18
H -4.80 0.93 2.03
```

For the relative energy (zero: lowest compared OMol25 entry of this formula, charge and spin), the calculation gives 1.558 eV. The calculation puts the LUMO energy at 2.089 eV. Its total charge is -1.

=====

[6]
# C32H24BaCl3N4O3

C32H24BaCl3N4O3 as an isolated structure (ωB97M-V/def2-TZVPD, the OMol25 dataset).

Geometry as XYZ:
```
67
C32H24BaCl3N4O3, DFT ωB97M-V/def2-TZVPD
Ba -0.15 -0.12 0.28
O -1.03 -2.11 0.52
C -0.88 -3.36 0.16
C -1.77 -3.99 -0.74
C -1.59 -5.31 -1.14
C -0.52 -6.06 -0.67
C 0.37 -5.45 0.21
C 0.21 -4.13 0.62
C 1.21 -3.53 1.58
N 2.25 -2.86 1.31
C 2.55 -2.60 -0.11
C 3.69 -1.60 -0.27
N 3.34 -0.24 0.19
C 3.02 0.64 -0.67
C 2.82 0.48 -2.16
C 3.74 1.00 -3.07
C 3.53 0.93 -4.44
C 2.35 0.32 -4.89
C 1.42 -0.20 -4.00
C 1.61 -0.12 -2.60
O 0.72 -0.52 -1.72
H -2.60 -3.40 -1.12
H -2.30 -5.75 -1.83
H -0.38 -7.09 -0.98
H 1.22 -6.01 0.59
H 1.03 -3.72 2.65
H 1.68 -2.24 -0.65
H 2.85 -3.53 -0.60
H 4.00 -1.60 -1.32
H 4.52 -1.94 0.34
H 2.82 1.63 -0.25
H 4.65 1.47 -2.69
H 4.25 1.33 -5.13
H 2.17 0.24 -5.95
H 0.50 -0.66 -4.35
C -4.83 0.50 1.03
C -5.18 1.76 0.58
C -4.24 2.54 -0.09
C -2.97 2.03 -0.29
N -2.64 0.80 0.14
C -3.54 0.06 0.79
C -1.89 2.81 -1.01
C -2.14 4.05 -1.59
C -1.11 4.70 -2.24
C 0.14 4.11 -2.31
C 0.30 2.87 -1.72
N -0.68 2.23 -1.07
H -5.53 -0.13 1.56
H -6.18 2.15 0.75
H -4.51 3.53 -0.43
H -3.20 -0.92 1.12
H -3.12 4.50 -1.55
H -1.29 5.67 -2.70
H 0.97 4.58 -2.82
H 1.26 2.36 -1.78
Cl 0.14 2.15 7.84
C 0.02 1.88 6.10
C -0.11 0.59 5.62
C -0.21 0.39 4.25
Cl -0.37 -1.24 3.61
C -0.18 1.44 3.30
O -0.25 1.21 2.03
C -0.05 2.73 3.87
Cl -0.02 4.10 2.78
C 0.04 2.95 5.23
H -0.12 -0.26 6.29
H 0.14 3.96 5.61
```

For the relative energy (zero: lowest compared OMol25 entry of this formula, charge and spin), the calculation gives 2.881 eV. The calculation puts the LUMO energy at 2.087 eV. Its total charge is -1.

=====

> Which of these has the highest total charge?

C48H38N10OPPdSe2